Entry 1:
# C4H9BrO3S

A molecular structure, C4H9BrO3S (the ωB97M-V functional and the def2-TZVPD basis, OMol25).

CARTESIAN COORDINATES (ANGSTROEM)
C (-2.043, 1.730, 0.195)
C (1.480, -2.415, -0.229)
C (-0.956, 0.769, -0.207)
C (0.490, 1.166, 0.451)
O (1.481, 0.501, -0.353)
O (3.423, -1.252, -1.753)
O (-1.322, -0.509, 0.188)
S (2.032, -1.351, -1.615)
Br (0.477, 0.446, 2.225)
H (-2.250, 1.849, 1.326)
H (-1.744, 2.723, -0.253)
H (-3.129, 1.459, -0.125)
H (2.212, -2.638, 0.546)
H (0.500, -1.978, 0.188)
H (1.345, -3.427, -0.726)
H (-0.763, 0.911, -1.254)
H (0.765, 2.262, 0.469)
H (-1.998, -0.247, 0.928)

Values from the calculation:
**Frontier orbital gap (alpha / beta)**: 0.2734 / 0.2730 Eh
**Multiplicity**: 1

=====

Entry 2:
# C20H39NO3PPdSi2Te

A molecular structure, C20H39NO3PPdSi2Te (the ωB97M-V functional and the def2-TZVPD basis, OMol25).

CARTESIAN COORDINATES (ANGSTROEM)
Pd (-0.795, -1.018, 0.660)
C (2.075, 0.642, 1.318)
P (1.391, -0.537, 0.152)
C (2.464, -1.974, 0.239)
C (1.674, 0.181, -1.473)
H (3.065, 0.937, 0.966)
H (2.160, 0.184, 2.306)
H (1.423, 1.511, 1.383)
H (3.495, -1.644, 0.097)
H (2.197, -2.695, -0.534)
H (2.360, -2.453, 1.213)
H (2.737, 0.391, -1.604)
H (1.105, 1.107, -1.552)
H (1.344, -0.508, -2.249)
O (-0.032, -2.110, 2.714)
C (-0.355, -1.080, 3.325)
N (-0.937, -0.067, 2.648)
C (-1.004, 1.040, 3.465)
O (-1.323, 2.168, 3.112)
C (-0.555, 0.626, 4.847)
C (-0.486, 1.323, 6.030)
C (0.032, 0.649, 7.139)
C (0.469, -0.669, 7.040)
C (0.395, -1.364, 5.831)
C (-0.133, -0.689, 4.753)
H (-0.823, 2.351, 6.098)
H (0.100, 1.161, 8.091)
H (0.876, -1.160, 7.915)
H (0.731, -2.390, 5.745)
C (-3.403, -2.615, 0.828)
Si (-2.860, -2.992, -0.907)
C (-1.094, -3.581, -0.875)
C (-3.922, -4.295, -1.666)
C (-3.038, -1.453, -1.945)
Te (-1.963, 0.237, -1.258)
C (-3.459, 0.883, 0.076)
Si (-4.670, 2.136, -0.674)
C (-3.778, 3.745, -0.735)
C (-5.159, 1.572, -2.368)
C (-6.117, 2.168, 0.462)
H (-3.450, -3.548, 1.399)
H (-4.390, -2.143, 0.865)
H (-2.715, -1.965, 1.387)
H (-1.070, -4.626, -1.202)
H (-0.677, -3.556, 0.130)
H (-0.435, -3.022, -1.540)
H (-3.944, -5.191, -1.035)
H (-3.525, -4.582, -2.646)
H (-4.954, -3.955, -1.806)
H (-4.091, -1.152, -1.985)
H (-2.708, -1.641, -2.970)
H (-2.911, 1.337, 0.907)
H (-3.969, -0.013, 0.438)
H (-2.873, 3.670, -1.347)
H (-3.487, 4.057, 0.273)
H (-4.408, 4.529, -1.165)
H (-4.290, 1.379, -3.005)
H (-5.759, 2.337, -2.869)
H (-5.760, 0.657, -2.323)
H (-5.802, 2.392, 1.486)
H (-6.631, 1.202, 0.463)
H (-6.840, 2.934, 0.159)
C (-0.138, 3.629, -0.426)
O (-0.492, 2.347, 0.104)
H (0.770, 4.017, 0.045)
H (-0.938, 4.357, -0.290)
H (0.047, 3.514, -1.493)
H (-0.807, 2.465, 1.024)

Values from the calculation:
**Charge**: +1
**Frontier orbital gap (alpha / beta)**: 0.2398 / 0.2394 Eh
**Multiplicity**: 1

=====

Entry 3:
# C31H22BrF12N4O3Re

A molecular structure, C31H22BrF12N4O3Re (the ωB97M-V functional and the def2-TZVPD basis, OMol25).

CARTESIAN COORDINATES (ANGSTROEM)
Re (0.015, -1.094, -0.274)
C (4.796, 4.079, 1.067)
C (3.600, 3.305, 0.658)
C (2.313, 3.843, 0.701)
C (1.235, 3.097, 0.284)
C (1.390, 1.762, -0.181)
N (0.263, 1.097, -0.629)
C (-0.562, 1.814, -1.399)
C (-0.020, 2.946, -2.133)
C (-0.811, 3.824, -2.807)
C (-2.201, 3.622, -2.854)
C (-3.090, 4.531, -3.588)
C (-2.742, 2.431, -2.250)
C (-1.978, 1.525, -1.591)
C (-2.635, 0.310, -0.976)
O (-1.651, -0.688, -0.711)
C (-3.251, 0.650, 0.419)
F (-4.190, 1.556, 0.294)
F (-2.251, 1.149, 1.180)
F (-3.713, -0.436, 1.011)
C (-3.642, -0.425, -1.936)
F (-3.923, -1.616, -1.435)
F (-3.032, -0.582, -3.111)
F (-4.747, 0.275, -2.087)
C (2.694, 1.176, -0.153)
C (3.754, 1.960, 0.221)
C (2.929, -0.228, -0.673)
O (1.782, -1.025, -0.356)
C (3.044, -0.268, -2.232)
F (1.815, 0.060, -2.723)
F (3.343, -1.470, -2.668)
F (3.915, 0.620, -2.646)
C (4.110, -0.987, 0.026)
F (4.026, -0.773, 1.339)
F (3.992, -2.285, -0.199)
F (5.265, -0.549, -0.435)
H (4.543, 5.066, 1.445)
H (5.469, 4.193, 0.209)
H (5.367, 3.536, 1.826)
H (2.159, 4.844, 1.083)
H (0.228, 3.482, 0.404)
H (1.056, 3.011, -2.225)
H (-0.370, 4.645, -3.360)
H (-2.684, 5.539, -3.659)
H (-4.103, 4.538, -3.186)
H (-3.173, 4.153, -4.622)
H (-3.810, 2.282, -2.342)
H (4.762, 1.569, 0.175)
Br (-1.180, -5.574, -3.505)
C (-0.534, -4.982, -1.867)
C (-0.085, -5.873, -0.887)
C (0.400, -5.377, 0.317)
C (0.411, -4.021, 0.540)
N (-0.038, -3.150, -0.399)
C (-0.484, -3.632, -1.593)
H (-0.110, -6.940, -1.074)
H (0.767, -6.046, 1.084)
H (0.795, -3.606, 1.461)
H (-0.822, -2.913, -2.332)
N (-2.896, -3.382, 5.112)
C (-2.341, -3.327, 3.902)
O (-2.459, -4.157, 3.022)
C (-1.440, -2.134, 3.572)
C (-0.803, -1.254, 4.436)
C (0.075, -0.298, 3.917)
C (0.300, -0.242, 2.566)
N (-0.305, -1.126, 1.723)
C (-1.167, -2.037, 2.223)
H (-3.475, -4.181, 5.335)
H (-2.852, -2.640, 5.789)
H (-0.955, -1.304, 5.508)
H (0.591, 0.395, 4.568)
H (0.980, 0.474, 2.126)
H (-1.656, -2.736, 1.557)

Values from the calculation:
**Charge**: +4
**Frontier orbital gap (alpha / beta)**: 0.1800 / 0.1743 Eh
**Multiplicity**: 1

=====

Asked for energy relative to the best compared isomer or geometry (same formula, charge and spin) across the records above, the calculation gives 300.5, 167.8, 0.0 kJ/mol in order.